{"formula": "C4H20AgB2O2S2", "method": "the ωB97M-V functional and the def2-TZVPD basis", "species": ["Ag", "B", "H", "H", "H", "H", "B", "H", "H", "H", "H", "C", "S", "O", "C", "H", "H", "H", "H", "H", "H", "C", "S", "O", "C", "H", "H", "H", "H", "H", "H"], "positions_angstrom": [[0.24276, -0.24749, -0.90249], [0.17175, -4.37431, -3.32223], [-0.17618, -3.67236, -4.06416], [1.11950, -4.03482, -2.93397], [-0.51928, -4.48898, -2.50152], [0.36514, -5.32823, -3.78792], [2.42406, 3.09671, -3.06667], [2.84875, 3.99720, -3.48259], [2.01766, 2.44043, -3.82058], [3.27397, 2.59170, -2.63440], [1.80106, 3.21738, -2.19401], [4.24474, 2.80733, 3.10520], [4.22662, 1.02125, 3.60309], [2.95439, 0.37869, 3.06272], [5.64547, 0.54981, 2.50033], [3.26001, 3.27146, 3.05042], [4.76070, 3.14274, 2.20554], [4.74352, 3.32683, 3.92339], [5.87735, 1.30834, 1.75269], [5.40186, -0.38996, 2.00477], [6.46517, 0.43935, 3.21026], [-5.20389, -1.73241, 1.33070], [-5.83582, -0.08469, 0.74404], [-4.63251, 0.45326, 0.01456], [-7.33132, -0.35916, -0.40416], [-4.52986, -1.58696, 2.17486], [-4.78210, -2.40619, 0.58489], [-6.10292, -2.16724, 1.76747], [-7.13026, -1.21528, -1.04814], [-7.41000, 0.44288, -1.13808], [-8.19025, -0.39732, 0.26585]], "forces_ev_per_angstrom": [[0.29, 0.05, -0.54], [-0.18, 0.29, 0.06], [-1.57, 2.86, -2.95], [4.05, 1.56, 1.71], [-3.04, -0.47, 3.35], [0.66, -3.92, -1.86], [-0.04, -0.26, -0.15], [1.13, 3.85, -1.61], [-1.87, -2.50, -3.05], [3.71, -2.35, 1.66], [-3.15, 0.92, 3.50], [0.09, 0.74, 0.61], [-1.25, 0.11, -2.02], [1.50, 0.73, 0.53], [-0.33, 0.15, 0.54], [-0.30, -0.65, 0.16], [0.06, -0.81, -0.23], [0.12, -0.05, 0.19], [-0.16, -0.07, 0.14], [-0.03, 0.00, 0.26], [0.22, -0.17, -0.29], [-1.82, 0.04, -0.04], [1.41, 0.34, -0.01], [-1.05, -0.03, -0.14], [1.66, -0.60, 0.00], [0.12, 0.52, -0.35], [-0.04, 0.40, -0.21], [-0.05, -0.48, 0.01], [-0.41, -0.45, 0.42], [0.23, 0.53, 0.61], [0.03, -0.29, -0.29]], "lowdin_charge": [0.932, -0.471, -0.122, -0.130, -0.130, -0.116, -0.468, -0.113, -0.118, -0.132, -0.134, -0.264, 0.847, -0.600, -0.244, 0.052, 0.048, 0.033, 0.042, 0.053, 0.035, -0.251, 0.820, -0.598, -0.227, 0.045, 0.058, 0.030, 0.043, 0.045, 0.036], "e_tot_ev": -35579.1221, "orbital_gap_ev": 4.06, "largest_force_ev_per_a": 4.80, "total_charge": -1}